# C31H75BClFI2N31O23P

A structure of composition C31H75BClFI2N31O23P at a distorted geometry (wB97M-V/def2-TZVPD, OMol25).

The geometry in ORCA input format:
```
! wB97M-V def2-TZVPD RIJCOSX def2/J DEFGRID3
* xyz 0 1
C 6.46 3.45 -3.52
C 5.08 3.74 -2.78
C 4.38 5.14 -2.70
C 3.01 5.34 -1.98
C 2.23 4.15 -1.29
C 0.80 4.37 -0.56
C -0.47 4.19 -1.55
B -1.29 5.59 -1.25
O -1.56 6.60 -2.24
O -1.76 5.88 0.09
O 0.13 4.53 -2.86
C -0.77 4.00 -3.84
O -1.08 4.57 -4.90
C -1.14 2.57 -3.21
I 0.68 1.43 -3.77
P -2.49 1.56 -4.10
O -1.66 0.48 -5.18
Cl -3.69 2.75 -5.36
C -1.30 2.83 -1.60
C -2.85 2.81 -1.18
C -3.11 3.07 0.37
O -2.44 2.62 1.31
I -4.88 4.28 0.87
C -0.76 1.47 -0.96
O 0.15 1.34 -0.10
N -1.44 0.17 -1.36
C -1.80 -0.62 -0.16
O -1.00 -1.38 0.45
F -3.13 -0.59 0.31
C 2.96 2.77 -1.34
C 4.34 2.57 -2.07
H 7.34 3.56 -2.77
H 6.59 4.11 -4.44
H 6.43 2.34 -3.86
H 4.93 6.01 -3.20
H 2.60 6.42 -1.99
H 0.73 3.78 0.43
H 0.83 5.48 -0.23
H -2.48 6.94 -2.13
H -1.99 6.84 0.14
H -2.16 -0.37 -5.07
H -3.40 3.62 -1.80
H -3.39 1.82 -1.45
H -0.69 -0.39 -1.81
H 2.53 1.83 -0.86
H 4.80 1.52 -2.10
C -1.80 -5.24 -1.39
O -2.52 -6.18 -1.69
N -2.22 -4.22 -0.60
N -0.52 -5.13 -1.82
H -1.65 -3.44 -0.34
H -3.17 -4.27 -0.26
H -0.17 -5.87 -2.41
H 0.09 -4.37 -1.59
C -2.36 9.65 1.60
O -2.09 8.79 0.77
N -2.39 9.40 2.93
N -2.66 10.92 1.26
H -2.60 10.09 3.63
H -2.17 8.46 3.22
H -2.65 11.15 0.27
H -2.89 11.64 1.92
C -0.71 -3.25 -5.56
O -0.74 -2.33 -4.76
N -0.61 -4.55 -5.17
N -0.77 -3.06 -6.90
H -0.58 -5.32 -5.81
H -0.56 -4.72 -4.18
H -0.84 -2.11 -7.23
H -0.74 -3.80 -7.57
C -0.66 1.30 4.58
O -0.84 2.41 5.05
N 0.01 0.32 5.24
N -1.12 0.93 3.36
H 0.17 -0.60 4.86
H 0.38 0.55 6.15
H -1.63 1.61 2.82
H -0.99 0.01 2.97
C -8.53 3.07 3.31
O -8.84 4.23 3.08
N -9.38 2.03 3.11
N -7.32 2.73 3.80
H -9.14 1.07 3.30
H -10.29 2.25 2.75
H -6.66 3.47 3.96
H -7.04 1.78 4.00
C 2.71 -0.70 2.06
O 3.54 0.07 1.60
N 2.91 -1.42 3.19
N 1.50 -0.90 1.47
H 2.23 -2.05 3.58
H 3.79 -1.29 3.66
H 1.31 -0.38 0.62
H 0.80 -1.52 1.83
C 5.41 -0.27 -5.37
O 5.37 0.62 -4.54
N 5.55 -1.58 -5.04
N 5.32 -0.04 -6.70
H 5.58 -2.33 -5.70
H 5.62 -1.80 -4.05
H 5.21 0.93 -6.99
H 5.35 -0.76 -7.40
C 4.62 8.97 -4.21
O 5.21 7.99 -3.80
N 3.27 9.01 -4.36
N 5.26 10.12 -4.56
H 2.77 9.81 -4.69
H 2.76 8.17 -4.11
H 6.26 10.13 -4.47
H 4.79 10.94 -4.90
C 3.26 2.75 -8.08
O 4.38 2.72 -7.60
N 2.86 1.91 -9.07
N 2.31 3.62 -7.67
H 1.95 1.92 -9.48
H 3.54 1.25 -9.41
H 2.56 4.26 -6.93
H 1.38 3.66 -8.05
C -0.18 -3.56 5.14
O 0.57 -2.70 4.68
N 0.16 -4.33 6.20
N -1.41 -3.80 4.64
H -0.44 -5.04 6.59
H 1.07 -4.18 6.60
H -1.71 -3.25 3.85
H -2.04 -4.50 5.01
C -1.42 -8.09 7.42
O -1.77 -6.92 7.28
N -2.24 -9.13 7.16
N -0.19 -8.44 7.86
H -1.98 -10.09 7.27
H -3.17 -8.91 6.84
H 0.45 -7.69 8.06
H 0.11 -9.39 7.98
C -1.70 -12.28 5.06
O -1.93 -11.57 6.04
N -1.49 -11.78 3.83
N -1.64 -13.64 5.15
H -1.31 -12.34 3.02
H -1.53 -10.78 3.73
H -1.79 -14.05 6.05
H -1.45 -14.23 4.36
C -1.72 10.59 -3.34
O -1.77 11.48 -2.50
N -1.59 9.28 -3.01
N -1.79 10.83 -4.67
H -1.54 8.54 -3.68
H -1.53 9.06 -2.03
H -1.89 11.79 -4.96
H -1.74 10.11 -5.38
C 0.70 -12.34 8.80
O 0.19 -11.36 9.31
N 1.59 -13.13 9.46
N 0.41 -12.74 7.54
H 2.02 -13.94 9.06
H 1.83 -12.86 10.40
H -0.25 -12.18 7.02
H 0.82 -13.55 7.10
C 0.97 -6.42 2.07
O 0.69 -7.59 1.90
N 0.88 -5.49 1.09
N 1.40 -5.94 3.27
H 1.10 -4.52 1.22
H 0.56 -5.80 0.19
H 1.48 -6.60 4.02
H 1.63 -4.98 3.44
*
```

Properties
Lowest unoccupied orbital energy   -0.02463 Eh
Kohn-Sham gap   6.544 eV
HOMO energy   -7.2 eV
E_tot   -168068.807 eV